C42H118N8O18 | ωB97M-V/def2-TZVPD

The LUMO energy comes out at 0.44 eV. For the energy relative to the best compared isomer or geometry (same formula, charge and spin), the calculation gives 26.7 kcal/mol. The value obtained for the HOMO-LUMO gap is 9.05 eV. Its highest occupied orbital energy is -8.61 eV. The charge is 0.

```
186
Properties=species:S:1:pos:R:3:forces:R:3
C -4.495317 0.503721 6.034736 1.362 -0.798 0.013
C -4.510335 0.550134 4.481851 0.958 -0.434 0.941
O -3.146563 0.241818 4.067838 -0.666 0.829 1.074
O -4.163456 -0.819334 6.466427 0.501 -0.510 0.022
H -5.392301 0.819523 6.610058 0.261 -0.305 -0.901
H -3.654886 1.143382 6.388539 -0.575 0.143 -0.481
H -4.740428 1.565182 4.249358 -0.168 0.935 -0.671
H -5.216313 -0.117748 3.974632 0.110 -0.029 0.470
H -3.140217 -0.309298 3.290050 -0.620 -0.426 -0.538
H -3.247224 -1.057385 6.174448 -1.246 0.639 0.142
C -2.465995 -0.848611 -4.503384 -0.177 0.540 1.372
C -3.448696 -0.543568 -5.571203 -0.767 0.955 -0.227
O -3.615647 0.875609 -5.769202 1.156 -0.351 -0.229
O -1.245168 -0.257391 -4.885396 0.999 -0.571 1.033
H -2.399020 -1.942609 -4.377519 0.132 0.198 0.060
H -2.749115 -0.361087 -3.517132 -0.202 -0.761 -0.892
H -4.425237 -0.970844 -5.369473 -0.163 0.014 0.148
H -3.092266 -0.945425 -6.499226 0.241 -0.577 -0.600
H -2.723416 1.137358 -6.101746 -1.042 0.073 0.466
H -0.660473 -0.451754 -4.101050 -0.115 0.297 -0.901
C 4.836235 0.362070 -1.107091 -0.495 1.223 -0.542
C 5.022121 1.508233 -0.141917 -0.776 0.490 1.793
O 4.792758 2.708066 -0.848966 1.289 -0.741 -1.071
O 5.147377 -0.903225 -0.614825 0.568 -0.577 0.346
H 5.512184 0.692071 -1.871325 0.508 -0.320 -1.119
H 3.831099 0.368643 -1.576227 0.380 -0.130 0.572
H 6.042641 1.495569 0.333812 -0.612 -0.066 -0.574
H 4.301397 1.510642 0.707138 0.359 -0.502 -0.330
H 4.149943 3.205362 -0.376704 -0.754 0.970 0.790
H 6.091192 -0.871704 -0.383279 -0.470 -0.318 0.006
C 1.428937 -4.956476 0.452606 0.862 -0.043 -0.052
C 0.136497 -4.326234 0.767723 -1.888 0.752 0.703
O -0.508040 -4.873230 1.912244 -0.052 -0.404 0.265
O 2.507647 -4.499818 1.306483 -0.603 -0.248 -0.661
H 1.719616 -4.587879 -0.530297 0.041 -0.308 -0.263
H 1.271714 -6.062873 0.437745 0.531 0.698 0.078
H -0.557780 -4.432363 -0.064587 0.102 -0.205 -0.543
H 0.189907 -3.252036 0.936943 0.593 0.239 -0.116
H -1.476444 -4.842432 1.763170 0.374 -0.031 0.057
H 2.604355 -5.118879 2.019369 0.009 -0.370 0.575
C 3.988575 -3.106741 -3.530369 1.242 0.544 1.163
C 3.889268 -1.781918 -4.242216 1.397 0.399 -0.507
O 4.444905 -1.726455 -5.556472 0.802 -0.539 0.042
O 3.238854 -2.973342 -2.315511 0.186 -0.179 0.328
H 5.039108 -3.432973 -3.317365 -0.615 0.458 -0.124
H 3.575939 -3.870407 -4.143109 -0.726 -0.769 -0.348
H 4.333210 -0.979786 -3.631300 -0.270 -0.176 0.063
H 2.864799 -1.590857 -4.426089 -1.103 0.322 0.176
H 5.387692 -1.980550 -5.535047 -0.670 0.217 0.088
H 3.783975 -2.615132 -1.582066 -0.132 -0.216 -0.796
C -0.332375 1.789652 5.788826 0.553 -2.010 1.288
C -0.028215 2.722499 4.700602 0.083 1.419 -1.054
C -1.322000 3.352904 4.137972 0.576 0.100 -0.213
O -2.128787 3.885203 5.183598 0.261 -0.080 -0.424
C -3.324004 4.454781 4.684021 0.427 -0.390 0.906
N 0.966628 3.653662 5.234614 -0.117 0.743 0.121
H -0.927217 0.962212 5.402124 -0.651 0.134 0.280
H -0.792840 2.292646 6.686145 0.442 -0.640 -0.983
H 0.629255 1.276788 6.047464 -0.691 0.622 0.290
H 0.455548 2.214537 3.839479 -0.303 -0.018 0.428
H -1.845484 2.560410 3.605241 -0.400 -0.175 -0.017
H -1.076382 4.121981 3.369913 -0.104 -0.061 0.457
H -3.901712 4.790445 5.539065 -0.036 0.103 0.113
H -3.908974 3.726410 4.145949 -0.251 -0.388 -0.407
H -3.100312 5.291081 4.052597 0.078 0.659 -0.561
H 0.486266 4.301272 5.855433 -0.016 -0.202 0.311
H 1.320437 4.279506 4.531255 0.028 0.103 -0.558
C -5.605741 -4.057660 2.771581 1.896 -0.008 0.493
C -4.408565 -3.922528 1.775507 -1.777 -0.657 0.112
C -3.579161 -2.706634 1.974643 1.061 0.250 -0.150
O -4.246779 -1.500895 2.149920 -1.370 1.224 -1.071
C -5.011343 -1.033836 0.971455 1.068 -0.905 1.107
N -3.476453 -5.039907 1.892016 0.443 -0.338 0.220
H -6.334896 -3.281651 2.703518 -0.531 0.493 -0.177
H -5.244590 -4.104639 3.812954 0.203 0.554 -0.243
H -6.029544 -5.027085 2.689046 -0.800 -0.846 -0.658
H -4.834240 -3.914581 0.735962 0.449 -0.258 0.753
H -2.849064 -2.637842 1.164596 0.023 0.066 -0.168
H -2.989836 -2.859254 2.872728 0.154 0.080 0.404
H -5.613865 -1.860641 0.593809 -0.315 0.101 0.127
H -4.314675 -0.783565 0.145924 -0.295 0.406 0.556
H -5.651120 -0.225186 1.362328 0.457 -0.223 -0.568
H -3.876488 -5.855494 1.460988 0.036 -0.366 0.000
H -3.235243 -5.281294 2.870762 -0.495 0.367 -0.730
C 1.735981 0.863264 -5.382361 -0.279 0.049 0.175
C 2.565670 1.817241 -4.539064 1.250 -1.633 -0.780
C 2.883326 2.990568 -5.405650 -0.385 2.797 0.260
O 3.469884 4.021641 -4.550296 0.015 -0.602 -0.577
C 3.869883 5.228403 -5.194717 -0.113 -1.302 -1.113
N 1.824404 2.021494 -3.328831 0.465 0.857 0.971
H 1.582035 -0.045613 -4.811882 -0.137 -0.202 -0.239
H 2.149133 0.652167 -6.356947 0.389 -0.241 -0.187
H 0.752804 1.313076 -5.575241 0.066 -0.090 0.179
H 3.549638 1.364316 -4.256636 -0.684 0.090 -0.178
H 1.913009 3.414078 -5.806309 0.777 -0.322 0.101
H 3.542433 2.749184 -6.271545 -0.270 0.022 0.637
H 4.406674 5.821897 -4.459097 -0.332 0.201 -0.043
H 2.995758 5.709520 -5.673047 0.299 0.240 0.515
H 4.564957 4.996442 -6.036919 -0.192 0.140 0.491
H 0.953409 2.440723 -3.586378 -0.814 0.312 -0.004
H 2.295992 2.720360 -2.748045 -0.032 -0.201 -0.243
C 2.348412 -3.603476 5.253933 -0.162 0.215 0.310
C 1.683758 -2.218101 5.097890 1.177 -1.312 -1.880
C 2.603991 -1.395587 4.139297 0.464 -0.145 -0.226
O 1.964624 -0.236992 3.653253 -0.678 0.239 -0.155
C 2.865378 0.767541 3.286478 1.099 0.146 0.687
N 0.378901 -2.366874 4.545651 -1.194 0.177 0.100
H 2.342148 -4.219043 4.361577 -0.410 0.173 -0.496
H 1.917729 -4.221297 6.049040 0.005 0.350 -0.014
H 3.394416 -3.444107 5.440146 0.643 -0.024 0.470
H 1.566957 -1.799554 6.073624 0.285 0.755 0.614
H 2.902963 -1.975342 3.210427 -0.195 0.028 1.175
H 3.503995 -1.036216 4.655348 0.163 -0.480 0.135
H 2.341270 1.500499 2.699769 -0.302 0.372 -0.116
H 3.745418 0.446204 2.683466 -0.585 -0.342 0.163
H 3.300659 1.249361 4.195370 -0.350 -0.141 -0.474
H 0.359463 -2.958357 3.719108 -0.040 0.287 -0.033
H -0.001723 -1.437252 4.370793 -0.102 -0.457 -0.337
C -1.639005 5.168586 0.065883 0.095 -2.219 1.427
C -2.981749 4.464845 -0.199197 -0.061 -0.262 -0.332
C -2.831214 3.242192 -1.104440 -0.423 -0.661 0.034
O -2.036577 3.555078 -2.213766 0.269 -0.318 -0.527
C -1.944093 2.455788 -3.136456 0.404 -0.060 1.435
N -3.582581 3.953954 1.002507 1.068 1.338 2.244
H -1.727576 5.996805 0.773066 -0.178 0.136 -0.288
H -1.224752 5.466197 -0.892850 0.377 0.033 0.208
H -1.013468 4.367722 0.647100 -0.681 1.438 -1.293
H -3.669707 5.153245 -0.673771 -0.050 0.445 -0.549
H -3.858306 2.879377 -1.417981 0.748 0.425 0.082
H -2.413047 2.381991 -0.515488 0.032 0.657 -0.299
H -2.962460 2.168287 -3.390904 0.112 -0.069 -0.766
H -1.475354 1.584784 -2.623914 -0.206 0.344 -0.235
H -1.264876 2.731858 -3.953097 -0.695 0.085 0.016
H -3.776820 4.698374 1.698428 0.066 -0.859 -0.771
H -4.363664 3.357654 0.908460 -0.910 -0.444 -0.395
C -1.926365 -4.831898 -6.958724 0.209 0.391 1.262
C -1.558895 -5.949466 -5.980936 0.128 0.740 -0.404
C -1.344183 -5.382875 -4.589410 0.198 -0.535 0.839
O -0.182951 -4.600659 -4.556574 0.788 0.024 0.044
C 0.208058 -4.268500 -3.250778 -0.197 -0.107 0.729
N -2.663017 -6.874271 -5.836746 0.465 -0.357 0.572
H -2.111247 -5.111474 -7.966697 -0.122 -0.727 -0.859
H -1.151834 -4.079083 -6.982387 0.315 0.210 0.078
H -2.821512 -4.351482 -6.578061 -0.320 0.163 0.023
H -0.623350 -6.415532 -6.309498 0.007 -0.128 -0.046
H -1.316903 -6.215547 -3.774247 -0.037 1.189 -1.322
H -2.179234 -4.714869 -4.404596 -0.597 -0.087 0.472
H 1.164909 -3.755219 -3.214646 -0.069 0.174 -0.430
H 0.333926 -5.159728 -2.634372 0.046 -0.421 -0.009
H -0.539798 -3.671592 -2.706589 -0.040 0.208 -0.328
H -2.220591 -7.719185 -5.492152 -0.706 -0.372 -0.117
H -3.123544 -7.043167 -6.707969 -0.112 -0.322 -0.469
C 4.231452 3.921955 3.144178 -2.873 0.246 -0.960
C 3.443179 5.167140 2.597061 -0.343 0.117 0.987
C 2.240895 4.705535 1.771306 1.049 -1.007 -0.412
O 2.771214 3.878978 0.701306 -0.851 0.522 0.532
C 1.749565 3.022652 0.218944 -0.467 1.150 0.180
N 2.821536 5.932155 3.748381 0.623 0.088 -0.862
H 3.398304 3.432800 3.707225 1.070 0.026 0.176
H 5.096985 4.102885 3.745398 0.377 0.336 0.295
H 4.418651 3.252469 2.310145 0.474 -0.034 -0.009
H 4.031967 5.807577 1.916490 0.032 -0.014 0.688
H 1.607116 5.466167 1.330229 0.262 0.678 -0.022
H 1.553678 4.148297 2.417283 0.153 -0.486 0.001
H 0.835945 3.595963 -0.056103 0.507 -0.243 -0.018
H 1.481877 2.381858 1.054376 -0.179 -0.702 -0.314
H 2.147937 2.552429 -0.665247 -0.106 -0.655 -0.052
H 3.288212 6.810290 3.859430 0.092 0.713 -0.243
H 2.971808 5.514363 4.655554 0.144 -0.701 -0.079
C 1.509630 -0.759921 -0.071195 1.235 0.383 -0.205
C 0.357233 -1.119633 -0.960443 0.101 -0.844 -1.133
C -0.944828 -0.487801 -0.570467 0.139 0.503 1.190
O -1.248072 -0.871232 0.795589 0.005 1.623 0.236
C -1.042523 0.304887 1.611634 0.261 0.983 0.302
N 0.554119 -0.805909 -2.388762 0.222 -0.119 0.120
H 1.714405 0.298420 -0.200142 0.036 0.430 0.073
H 2.486457 -1.245890 -0.340583 -1.109 0.021 0.307
H 1.264511 -0.909823 0.973918 0.194 -0.307 0.227
H 0.238748 -2.207186 -0.923151 -0.235 0.048 0.071
H -1.711341 -0.869651 -1.228740 -0.439 0.011 -0.167
H -0.889022 0.644934 -0.647866 -0.120 -1.225 -0.057
H -1.104707 0.179827 2.719517 0.243 -0.808 -0.927
H -1.825786 1.085588 1.431324 0.466 -0.527 -0.291
H -0.032124 0.755231 1.366622 -1.093 -0.410 0.438
H 0.826052 0.167916 -2.464718 0.239 0.344 -0.095
H 1.379524 -1.325935 -2.677009 -0.016 -0.034 -0.180
```
Forces are in eV/Å.